Entry from the OMol25 dataset: the ion CH5ClNOS2 with charge +1 at a distorted geometry (ωB97M-V/def2-TZVPD).

Last columns: bonded neighbours and bond lengths (Å).
Cartesian coordinates (Å):
1 N -0.66 0.33 1.00  C2 1.478, H7 0.999, H8 1.020, H9 1.116
2 C 0.16 -0.24 -0.09  N1 1.478, O3 1.467, S4 1.898, S5 1.948
3 O -0.90 -0.72 -0.97  C2 1.467, H10 0.969
4 S 1.24 -1.57 0.72  C2 1.898, H11 1.255
5 S 1.18 1.17 -0.96  C2 1.948, Cl6 1.961
6 Cl 0.15 1.40 -2.61  S5 1.961
7 H -0.82 -0.51 1.52  N1 0.999
8 H -1.60 0.58 0.69  N1 1.020
9 H -0.22 1.12 1.65  N1 1.116
10 H -0.71 -0.78 -1.92  O3 0.969
11 H 2.18 -0.78 0.97  S4 1.255

Calculated values
Total charge ... +1
SMILES ... [NH3+][C@](O)(S)SCl
ΔE to the lowest compared entry with this formula, charge and spin ... 102.24 kJ/mol
2S+1 ... 1
E_LUMO ... -4.14 eV

The molecule's Mulliken atomic charges, reported in e, are given here: number 1, N, carries -0.267; number 2, C, carries 0.165; number 3, O, carries -0.489; number 4, S, carries -0.066; number 5, S, carries 0.108; number 6, Cl, carries -0.082; number 7, H, carries 0.372; number 8, H, carries 0.350; number 9, H, carries 0.406; number 10, H, carries 0.325; number 11, H, carries 0.178